This record from the OMol25 dataset describes a cluster of 2 separate species, C5H14 in total. The level of theory is the ωB97M-V functional and the def2-TZVPD basis.

The geometry in XYZ format:
```
19
Properties=species:S:1:pos:R:3:forces:R:3
C -2.019885 -1.759926 1.895315 -0.581 0.035 -1.564
C -1.204326 -0.961777 0.869141 -0.739 0.334 -0.321
C 0.187216 -0.568952 1.349127 0.303 0.410 0.308
H -2.909391 -2.144097 1.379403 -0.007 0.035 0.138
H -2.399693 -1.064686 2.639431 0.339 -0.368 0.572
H -1.497100 -2.648184 2.239118 0.162 0.242 0.546
H -1.186435 -1.416187 -0.120600 0.464 -0.869 0.168
H -1.822571 -0.109248 0.557323 0.245 0.414 0.671
H 0.961293 -1.030414 0.739011 0.092 0.114 0.005
H 0.340356 0.513202 1.368511 0.034 -0.039 -0.369
H 0.400430 -0.845462 2.385325 -0.314 -0.349 -0.041
C 1.471411 2.259478 -1.976128 0.077 -0.005 -0.613
C 1.309414 0.734855 -1.833132 -0.656 0.497 0.187
H 1.284300 2.829908 -1.067999 -0.088 -0.154 0.082
H 2.499779 2.467627 -2.276737 0.008 0.099 0.086
H 0.867868 2.681569 -2.781502 -0.226 -0.030 0.174
H 0.755772 0.258868 -2.643074 0.693 0.153 -0.619
H 2.318255 0.358274 -1.699240 -0.260 -0.758 0.048
H 0.643307 0.445153 -1.023296 0.454 0.238 0.543
```
Forces are in eV/Å.

Maximum force in eV/Å: 1.7
2S+1: 1
Frontier orbital gap in Eh: 0.450
Total energy in Eh: -198.8671

Results of the Mulliken charge analysis, in e, for atoms 1 through 8:
1. C -1.278
2. C -0.226
3. C -1.155
4. H 0.348
5. H 0.315
6. H 0.367
7. H 0.374
8. H 0.302